Entry 1:
Below is a molecular structure, C36H39N5O2STeV, with properties calculated with ωB97M-V with the def2-TZVPD basis set.

Results
E: -3429.5258 Eh
⟨S²⟩: 2.035
Kohn-Sham gap (spin up / spin down): 7.8 / 7.8 eV
Lowest unoccupied orbital energy (spin up / spin down): -2.768 / -2.893 eV

Geometry as ORCA input:
```
! wB97M-V def2-TZVPD RIJCOSX def2/J DEFGRID3
* xyz 1 3
V -0.44760 -1.33864 0.99434
C 0.35345 4.52228 -2.80587
C 0.34027 3.15391 -2.18019
C 1.34702 2.22506 -2.44366
C 1.30271 0.93713 -1.93468
C 2.42222 -0.03215 -2.12762
O 2.23103 -1.22363 -2.31391
C 3.80799 0.45359 -1.85712
C 4.87807 -0.22897 -2.43424
C 6.17767 0.14751 -2.14437
C 6.41684 1.18985 -1.25641
C 5.35623 1.86052 -0.66474
C 4.05110 1.50012 -0.96977
C 0.22883 0.54009 -1.11017
O 0.18899 -0.70102 -0.72508
C -0.72340 1.51299 -0.70243
C -0.65777 2.78474 -1.29590
C -1.78400 1.23262 0.26993
N -1.82499 0.13535 0.95526
C -2.93093 -0.25702 1.83363
C -3.83196 -1.25957 1.12378
Te -2.74003 -2.72392 -0.03077
C -2.99684 -1.72911 -1.87214
C -1.90886 -1.53477 -2.71596
C -2.09185 -0.88429 -3.92903
C -3.34905 -0.42886 -4.29639
C -4.43565 -0.64257 -3.45987
C -4.26481 -1.30300 -2.25167
C -2.85768 2.25140 0.46192
C -2.69774 3.25738 1.40644
C -3.71406 4.18186 1.60037
C -4.88156 4.10458 0.85407
C -5.03701 3.10209 -0.09321
C -4.02485 2.17390 -0.29107
H 1.30708 4.72207 -3.29286
H 0.18982 5.30187 -2.06113
H -0.42948 4.61889 -3.55999
H 2.18613 2.51406 -3.06739
H 4.67255 -1.04711 -3.11188
H 7.00705 -0.37036 -2.60736
H 7.43406 1.47935 -1.02724
H 5.54516 2.66836 0.03017
H 3.22359 2.01887 -0.50195
H -1.41000 3.51933 -1.03639
H -3.49881 0.61429 2.16580
H -2.49394 -0.72495 2.71654
H -4.48211 -0.77375 0.39852
H -4.44762 -1.80229 1.83801
H -0.91764 -1.85419 -2.42640
H -1.24201 -0.72868 -4.58087
H -3.48644 0.08279 -5.23971
H -5.42247 -0.30918 -3.75333
H -5.12872 -1.49151 -1.62497
H -1.78434 3.31967 1.98598
H -3.59332 4.96525 2.33662
H -5.66927 4.82959 1.00879
H -5.94331 3.04485 -0.68119
H -4.12838 1.39916 -1.04342
C 4.00500 -3.93252 -0.47719
C 3.79257 -2.68847 0.29542
N 4.71408 -1.89361 0.72606
N 4.03468 -0.87789 1.33613
C 2.70648 -1.01244 1.29587
S 1.54792 0.05045 1.89355
N 2.54651 -2.20227 0.64956
N 1.30426 -2.72194 0.26822
H 5.06894 -4.03463 -0.67210
H 3.47323 -3.88901 -1.42911
H 3.66540 -4.80986 0.07599
H 4.53241 -0.10348 1.74243
H 1.28429 -3.71603 0.47342
H 1.20918 -2.54682 -0.73786
C 0.98276 -2.30692 5.00454
C -0.21124 -1.75731 4.22642
C -1.49437 -1.94109 5.04032
C -0.29537 -2.40784 2.82970
H 1.09873 -1.81075 5.96983
H 1.90858 -2.16682 4.44040
H 0.86380 -3.37843 5.18817
H -0.04099 -0.68065 4.11173
H -1.83479 -2.97904 5.00428
H -2.31291 -1.30772 4.69108
H -1.33281 -1.68712 6.08947
H -1.16563 -3.09096 2.80566
H 0.55995 -3.08272 2.70015
*
```


Entry 2:
Below is a molecular structure, C36H39N8NaPS, with properties calculated with ωB97M-V with the def2-TZVPD basis set.

Results
E: -2735.1795 Eh
Kohn-Sham gap: 5.7 eV
Lowest unoccupied orbital energy: 2.021 eV

Geometry as ORCA input:
```
! wB97M-V def2-TZVPD RIJCOSX def2/J DEFGRID3
* xyz -1 1
Na 0.53117 0.83371 -0.77541
C 0.35199 2.33791 -5.49453
C 0.49478 1.49591 -4.26472
N 0.95034 1.91044 -3.14419
N 1.26420 3.25401 -3.07674
C 2.22327 3.49706 -2.19495
N 2.41941 4.85999 -1.98468
S 3.21912 2.40940 -1.33380
C 0.04778 0.07072 -4.29784
C -0.74415 -0.41751 -5.33586
C -1.17023 -1.73834 -5.29113
C -0.78296 -2.53633 -4.23025
C 0.01943 -1.96881 -3.24631
N 0.41550 -0.70522 -3.27554
H 0.98913 3.21416 -5.40273
H -0.67654 2.68907 -5.62640
H 0.62117 1.76996 -6.38688
H 2.05618 5.43398 -2.73132
H 3.34052 5.08974 -1.65741
H -1.04012 0.22986 -6.14893
H -1.79910 -2.13331 -6.08048
H -1.09266 -3.56908 -4.14368
H 0.33517 -2.54465 -2.38383
C -2.45995 0.72656 -2.03707
N -2.12919 0.80867 -0.62836
C -2.72521 2.00829 -0.06788
C -2.64847 -0.36463 0.08442
C -1.93088 -1.66407 -0.21279
C -2.59874 -2.60804 -0.99702
C -2.03317 -3.84377 -1.27260
C -0.76669 -4.12215 -0.77202
C -0.10785 -3.17396 0.00188
C -0.66726 -1.93727 0.33128
H -3.55467 0.73784 -2.19271
H -2.07085 -0.19077 -2.45900
H -2.01989 1.57074 -2.57027
H -3.82769 1.98299 -0.13887
H -2.36377 2.88864 -0.59871
H -2.44547 2.10010 0.98296
H -3.72294 -0.48384 -0.15328
H -2.59317 -0.14419 1.15370
H -3.58193 -2.36212 -1.38928
H -2.56578 -4.57391 -1.87118
H -0.29296 -5.07612 -0.97997
H 0.88171 -3.41690 0.38191
N 1.62182 -1.43369 1.68738
P 0.06933 -0.58675 1.80052
C -0.96986 -1.55719 2.97445
C -1.96431 -0.88058 3.67698
C -2.77304 -1.54214 4.58852
C -2.57858 -2.89534 4.83737
C -1.57510 -3.57425 4.16118
C -0.78525 -2.91085 3.23046
C 0.82159 0.32829 3.45540
C 0.88757 1.71819 3.39796
C 1.37888 2.48165 4.45293
C 1.81901 1.85996 5.61214
C 1.75769 0.47401 5.70286
C 1.26057 -0.26902 4.63991
C 2.47336 -1.43956 0.61045
C 3.75311 -2.01548 0.76681
C 4.60699 -2.03724 -0.30676
C 4.18778 -1.51076 -1.52813
C 2.92262 -0.96792 -1.58658
N 2.07869 -0.90796 -0.54638
H 2.11450 -1.52223 2.55995
H -2.09018 0.18693 3.52268
H -3.55046 -0.99731 5.11114
H -3.20309 -3.41301 5.55541
H -1.40956 -4.62878 4.34874
H -0.02466 -3.45662 2.68575
H 0.56265 2.20905 2.48635
H 1.42664 3.56273 4.36831
H 2.20890 2.44710 6.43548
H 2.09078 -0.02361 6.60742
H 1.19195 -1.35046 4.75730
H 4.04145 -2.42353 1.72765
H 5.59979 -2.45905 -0.19764
H 4.82630 -1.49453 -2.39927
H 2.54994 -0.52737 -2.49909
C -0.28114 5.27277 1.46603
C 0.00105 4.06863 0.69859
N 0.24733 3.14023 0.07569
H -0.92184 5.93530 0.88706
H 0.65504 5.78244 1.68706
H -0.77687 5.01313 2.40041
*
```


Entry 3:
Below is 8 unconnected molecules or ions with the total composition C36H39N8O15, with properties calculated with ωB97M-V with the def2-TZVPD basis set.

Results
E: -2960.5946 Eh
Kohn-Sham gap: 7.3 eV
Lowest unoccupied orbital energy: 0.578 eV

Geometry as ORCA input:
```
! wB97M-V def2-TZVPD RIJCOSX def2/J DEFGRID3
* xyz -1 1
N 1.18274 -0.10044 0.13392
O -0.01826 0.18856 0.01792
O 2.07674 0.85256 -0.23308
O 1.49374 -1.27844 0.37892
C 2.19374 -2.93744 -2.47008
C 0.95074 -3.69644 -2.10508
C 0.39774 -4.98844 -2.85008
C 1.28674 -5.47044 -4.07508
C 2.41574 -4.48744 -4.60408
C 2.73274 -3.33144 -3.63108
N 1.00074 -6.71344 -4.69208
O 1.68474 -7.03844 -5.67308
O 0.30074 -7.53644 -4.14208
H 2.47574 -1.95244 -1.98608
H 0.42774 -3.35344 -1.36608
H -0.48426 -5.49144 -2.56108
H 3.04874 -4.73444 -5.43408
H 3.58474 -2.49344 -3.86208
C 0.88674 4.38256 3.08892
C 0.27174 3.15056 2.49192
C -0.72726 3.33256 1.32492
C -1.33326 4.68356 0.97392
C -0.82026 5.88856 1.79092
C 0.33774 5.63456 2.80792
N -2.17826 4.70956 -0.14208
O -2.09826 5.61356 -1.00208
O -2.95226 3.81856 -0.29108
H 1.59174 4.26456 3.88292
H 0.68674 2.09156 2.73492
H -1.02626 2.54656 0.88192
H -1.20226 6.95956 1.37992
H 0.74274 6.43656 3.30992
C -1.75226 -1.15944 4.21192
C -0.84626 -1.66644 3.13692
C -0.70526 -3.19044 2.76692
C -1.75726 -4.12344 3.43092
C -2.70826 -3.57244 4.45792
C -2.65426 -1.97344 4.73992
N -1.60426 -5.55044 3.29992
O -2.47426 -6.23944 3.96392
O -0.60226 -5.99744 2.95992
H -1.69426 -0.13744 4.22392
H -0.33526 -0.77944 2.55092
H 0.10574 -3.48544 2.06092
H -3.30026 -4.19744 4.97992
H -3.36426 -1.68744 5.48592
C 3.31574 -3.33844 4.28092
C 3.08974 -2.49344 3.00692
C 3.06974 -0.94844 3.27492
C 3.17074 -0.46244 4.68592
C 3.36374 -1.42044 5.78192
C 3.67074 -2.79844 5.52092
N 2.90474 1.00956 5.02392
O 3.01074 1.89656 4.07792
O 2.78974 1.29756 6.24892
H 3.14574 -4.48744 4.30492
H 3.01274 -2.81944 1.91092
H 2.92874 -0.32444 2.58992
H 3.63074 -1.19544 6.76292
H 3.98174 -3.49444 6.32092
C 0.22774 3.79056 -2.77108
C 0.43774 4.77856 -3.98008
C 1.64874 5.69056 -3.95508
C 2.52474 5.89156 -2.62108
C 2.01474 5.12256 -1.39508
C 0.98074 4.04156 -1.51408
N 3.65674 6.84056 -2.46408
O 4.68674 6.42056 -1.91008
O 3.51174 7.99756 -3.00508
H -0.56226 3.09756 -2.89308
H -0.01026 4.61756 -4.91308
H 2.00174 6.17656 -4.81108
H 2.36274 5.26756 -0.40708
H 0.74874 3.24256 -0.67508
C -3.17726 -1.93044 0.26492
O -3.25526 -3.12644 0.08492
N -4.08126 -1.02344 -0.05008
C -3.87926 0.38556 0.14792
C -5.37426 -1.42044 -0.69308
H -2.26126 -1.55644 0.87692
H -4.59026 1.02356 -0.46908
H -2.71026 0.62156 -0.20508
H -4.14526 0.83956 1.09792
H -5.96726 -1.90644 0.09892
H -5.37126 -2.32644 -1.27408
H -5.71826 -0.77644 -1.48408
C -2.23126 -0.87344 -4.02708
O -3.18926 -1.01844 -4.87508
N -1.23426 0.00156 -4.29408
C -0.15526 0.13956 -3.34008
C -1.37626 1.19756 -5.34608
H -2.08926 -1.48544 -3.28808
H 0.35074 -0.90444 -3.01008
H -0.58226 0.76456 -2.56508
H 0.84574 0.75556 -3.70908
H -0.61026 1.11556 -6.01208
H -1.35426 1.96656 -4.69908
H -2.39726 0.95056 -6.05508
*
```


Entry 4:
Below is a molecular structure, C36H40BNP2Sn, with properties calculated with ωB97M-V with the def2-TZVPD basis set.

Results
E: -2371.9829 Eh
Kohn-Sham gap: 5.1 eV
Lowest unoccupied orbital energy: -0.008 eV

Geometry as ORCA input:
```
! wB97M-V def2-TZVPD RIJCOSX def2/J DEFGRID3
* xyz 0 1
Sn -0.14921 1.29421 -1.02363
C -1.96666 1.35535 -2.65429
C -1.80431 0.01064 -2.37704
C -1.10989 -0.99363 -3.28801
C 0.28499 -0.47178 -3.77845
C 1.00799 0.37576 -2.77816
C 0.75819 1.88117 -2.76927
C -0.07448 2.53979 -3.81874
C -1.56694 1.99345 -3.93406
C 1.57316 0.53159 2.07851
H -2.63594 1.97924 -2.07313
H -2.53777 -0.44607 -1.68523
H -1.76944 -1.21422 -4.17702
H -0.99489 -1.97163 -2.74638
H 0.91372 -1.36463 -3.88863
H 0.15074 -0.00669 -4.77675
H 1.96669 -0.04276 -2.40209
H 1.51911 2.59587 -2.35682
H 0.50425 2.39627 -4.77514
H -0.14385 3.62068 -3.53825
H -2.19230 2.90239 -4.13102
H -1.61590 1.31841 -4.82789
H 1.04661 1.55390 2.15493
H 2.53098 0.61522 2.58512
H 0.88340 -0.14562 2.62007
P -1.66561 -0.73869 1.08251
P 2.41284 -0.02217 0.54230
C -0.24800 -1.24615 0.07302
C 1.12472 -1.11991 -0.04721
C -2.58132 -2.24943 1.28425
C -2.86301 -3.14393 0.21797
C -3.65678 -4.28417 0.45685
C -4.08840 -4.57315 1.74852
C -3.75905 -3.73266 2.82207
C -2.98441 -2.59257 2.58321
C -2.88943 0.54886 0.50630
C -2.58239 1.91854 0.29681
C -3.63201 2.82770 0.07014
C -4.95251 2.39359 -0.10954
C -5.22235 1.02516 -0.01368
C -4.21123 0.09400 0.29132
C 3.77026 -1.11079 1.08866
C 3.43358 -2.36824 1.61369
C 4.41729 -3.23392 2.10703
C 5.77138 -2.87922 1.98657
C 6.12430 -1.63361 1.44189
C 5.12948 -0.77419 0.95693
C 3.19519 1.52606 -0.20071
C 3.13746 2.64020 0.66018
C 3.25859 3.94613 0.18088
C 3.65386 4.20060 -1.13508
C 3.94999 3.09724 -1.94875
C 3.79101 1.78659 -1.47147
H -0.66342 -2.02146 -0.60244
H 1.54039 -1.84413 -0.76329
H -2.44933 -3.02315 -0.77622
H -3.94103 -4.94271 -0.37853
H -4.72906 -5.43270 1.95192
H -4.08855 -3.92772 3.84933
H -2.64953 -1.99212 3.42349
H -1.50469 2.29396 0.32049
H -3.43497 3.90284 0.07519
H -5.76217 3.10665 -0.33395
H -6.22077 0.62724 -0.17769
H -4.44004 -0.96715 0.46422
H 2.38043 -2.63863 1.71128
H 4.12640 -4.17763 2.57512
H 6.55501 -3.58363 2.28621
H 7.18101 -1.32609 1.39699
H 5.39546 0.20462 0.53871
H 2.96365 2.46551 1.73649
H 3.02886 4.77356 0.88287
H 3.77271 5.26041 -1.45723
H 4.34110 3.34013 -2.96327
H 4.19050 0.96059 -2.11570
B -1.30758 -0.29080 5.44493
C -1.37374 -0.08664 3.91133
N -1.37198 -0.04918 2.72354
H -2.29902 0.14727 6.02947
H -0.29248 0.15366 5.93814
H -1.35887 -1.54146 5.58525
*
```


Question: The highest E belongs to which entry?
Answer: C36H40BNP2Sn